{"formula": "C30H36BrHfN5O9P2", "method": "ωB97M-V/def2-TZVPD", "symbols": ["Hf", "C", "C", "C", "N", "C", "C", "C", "C", "C", "C", "C", "N", "C", "C", "C", "N", "C", "C", "C", "C", "C", "C", "C", "N", "C", "C", "H", "H", "H", "H", "H", "H", "H", "H", "H", "H", "H", "H", "H", "H", "H", "H", "H", "H", "H", "H", "H", "H", "H", "H", "H", "H", "C", "C", "O", "P", "O", "O", "O", "P", "O", "O", "O", "H", "H", "H", "H", "H", "H", "H", "Br", "C", "C", "C", "C", "C", "N", "C", "O", "O", "H", "H", "H"], "xyz": [[-0.313, -0.168, -0.139], [2.659, 2.392, -1.937], [2.145, 1.760, -3.231], [0.854, 0.955, -3.073], [0.969, -0.112, -2.074], [1.670, -1.178, -2.409], [2.099, -1.458, -3.729], [3.035, -2.342, -4.232], [3.914, -3.183, -3.563], [3.903, -3.410, -2.199], [2.992, -2.993, -1.241], [1.855, -2.155, -1.319], [0.952, -2.074, -0.361], [0.962, -3.129, 0.642], [1.714, -2.728, 1.902], [0.978, -1.592, 2.593], [0.885, -0.379, 1.782], [1.716, 0.600, 2.089], [2.830, 0.436, 2.949], [3.564, 1.354, 3.676], [3.388, 2.723, 3.802], [2.504, 3.481, 3.054], [1.712, 3.118, 1.976], [1.444, 1.866, 1.383], [0.812, 1.704, 0.239], [0.503, 2.877, -0.569], [1.731, 3.437, -1.305], [3.623, 2.863, -2.141], [2.848, 1.601, -1.210], [2.924, 1.108, -3.638], [1.962, 2.541, -3.976], [0.549, 0.563, -4.043], [0.049, 1.611, -2.780], [1.612, -0.862, -4.487], [3.127, -2.333, -5.313], [4.661, -3.698, -4.154], [4.698, -4.044, -1.819], [3.196, -3.371, -0.248], [1.373, -4.045, 0.222], [-0.074, -3.357, 0.910], [2.737, -2.431, 1.652], [1.767, -3.585, 2.580], [1.416, -1.362, 3.561], [-0.027, -1.946, 2.794], [3.148, -0.591, 3.077], [4.363, 0.924, 4.271], [4.001, 3.243, 4.528], [2.466, 4.536, 3.304], [1.201, 3.949, 1.507], [0.049, 3.662, 0.038], [-0.278, 2.596, -1.270], [2.320, 4.023, -0.595], [1.374, 4.135, -2.069], [-5.459, 1.212, -1.152], [-4.129, 0.606, -0.708], [-4.364, -0.560, 0.085], [-3.086, 0.111, -2.134], [-3.478, -1.332, -2.594], [-3.626, 0.961, -3.361], [-1.627, 0.391, -1.934], [-3.160, 1.801, 0.322], [-3.038, 3.006, -0.767], [-3.939, 2.198, 1.510], [-1.756, 1.246, 0.513], [-6.040, 0.470, -1.703], [-5.322, 2.092, -1.773], [-6.008, 1.508, -0.256], [-4.901, -0.284, 0.838], [-3.159, -2.021, -1.973], [-3.126, 1.784, -3.468], [-3.143, 3.862, -0.328], [-1.366, 1.193, 3.829], [-2.205, -0.410, 3.285], [-3.113, -0.963, 4.179], [-3.729, -2.153, 3.846], [-3.460, -2.725, 2.614], [-2.585, -2.067, 1.779], [-1.932, -0.944, 2.103], [-2.420, -2.534, 0.359], [-2.938, -3.563, -0.018], [-1.776, -1.707, -0.416], [-3.319, -0.458, 5.111], [-4.430, -2.615, 4.529], [-3.931, -3.636, 2.271]], "mulliken_charge": [2.08, -0.51, -1.03, -1.53, 0.04, 0.92, -0.60, -0.67, -0.52, -0.86, -0.73, 1.19, -0.42, -1.56, -0.43, -1.59, 0.43, 1.12, -0.95, -0.70, -0.63, -0.73, -0.56, 1.08, 0.90, -1.17, -0.93, 0.44, 0.08, 0.47, 0.46, 0.78, 0.48, 0.36, 0.34, 0.33, 0.35, 0.18, 0.87, 0.17, 0.29, 0.50, 0.99, 0.03, 0.32, 0.37, 0.34, 0.38, 0.33, 0.75, 0.11, 0.43, 0.49, -1.85, 1.25, -0.52, 0.80, -0.70, -0.70, -1.00, 0.57, -0.58, -0.86, -0.41, 0.41, 0.33, 0.53, 0.43, 0.35, 0.39, 0.33, -0.04, -0.05, -0.86, -0.66, -1.04, 0.41, 1.01, 0.18, -0.78, -0.69, 0.48, 0.42, 0.56], "spin_multiplicity": 1, "homo_lumo_gap_ev": 7.09}



{"formula": "C30H36BrIrN6OS", "method": "ωB97M-V/def2-TZVPD", "symbols": ["Ir", "Br", "C", "C", "C", "C", "C", "C", "N", "N", "C", "C", "C", "C", "O", "C", "N", "C", "C", "C", "C", "H", "H", "H", "H", "H", "H", "H", "H", "H", "C", "C", "C", "C", "N", "C", "S", "N", "C", "H", "H", "H", "H", "H", "H", "H", "H", "C", "C", "C", "C", "N", "H", "H", "H", "H", "H", "H", "H", "H", "H", "C", "C", "C", "C", "C", "H", "H", "H", "H", "H", "H", "H", "H", "H", "H"], "xyz": [[-0.642, 0.728, -0.170], [0.118, -5.687, 4.869], [1.295, -4.197, 5.064], [1.409, -3.564, 6.294], [2.245, -2.473, 6.428], [2.971, -1.949, 5.333], [2.867, -2.655, 4.108], [2.041, -3.758, 3.980], [3.728, -0.832, 5.552], [4.234, -0.153, 4.520], [3.459, 0.189, 3.439], [4.137, 0.534, 2.266], [3.486, 0.808, 1.061], [2.108, 0.769, 0.953], [1.454, 0.986, -0.192], [1.379, 0.518, 2.137], [0.016, 0.582, 2.021], [-0.736, 0.483, 3.091], [-0.191, 0.339, 4.372], [1.174, 0.249, 4.512], [2.017, 0.292, 3.387], [0.844, -3.929, 7.144], [2.330, -1.963, 7.380], [3.455, -2.328, 3.261], [1.980, -4.285, 3.036], [5.220, 0.536, 2.309], [4.059, 1.044, 0.169], [-1.808, 0.540, 2.935], [-0.843, 0.299, 5.233], [1.612, 0.171, 5.496], [2.566, 2.260, -4.070], [1.159, 2.600, -3.704], [0.127, 2.715, -4.589], [-1.145, 3.058, -4.074], [-1.366, 3.321, -2.808], [-0.340, 3.198, -1.919], [-0.410, 3.492, -0.280], [0.895, 2.827, -2.409], [-2.336, 3.134, -4.980], [2.665, 2.164, -5.149], [2.862, 1.320, -3.603], [3.244, 3.039, -3.720], [0.282, 2.539, -5.643], [1.584, 2.625, -1.684], [-2.058, 3.049, -6.029], [-2.863, 4.072, -4.813], [-3.023, 2.325, -4.725], [-4.182, 0.884, -1.879], [-3.664, 0.395, -0.523], [-4.569, 0.914, 0.597], [-3.628, -1.141, -0.489], [-2.356, 0.946, -0.360], [-5.233, 0.611, -1.997], [-3.598, 0.436, -2.684], [-4.067, 1.967, -1.948], [-5.606, 0.619, 0.420], [-4.502, 2.002, 0.648], [-4.249, 0.507, 1.559], [-4.629, -1.567, -0.594], [-3.197, -1.480, 0.456], [-2.996, -1.520, -1.296], [1.293, -0.971, -2.663], [-0.141, -1.371, -2.291], [-0.292, -2.892, -2.409], [-1.114, -0.700, -3.263], [-0.343, -0.930, -0.859], [1.511, -1.294, -3.686], [2.021, -1.420, -1.984], [1.402, 0.110, -2.585], [-0.152, -3.217, -3.444], [-1.287, -3.208, -2.083], [0.445, -3.404, -1.786], [-0.839, -0.929, -4.297], [-1.104, 0.381, -3.119], [-2.134, -1.047, -3.090], [-0.048, -1.712, -0.142]], "mulliken_charge": [0.31, -0.27, 0.11, -0.35, -0.08, -0.17, -0.14, -0.59, -0.88, -0.63, -0.22, -0.60, -0.88, 0.51, -0.19, 0.75, -0.68, 0.10, -1.14, -0.47, 0.24, 0.38, 0.43, 0.39, 0.41, 0.37, 0.37, 0.37, 0.40, 0.64, -1.40, 0.99, -1.06, 1.13, -0.35, -0.02, -0.40, 0.15, -1.28, 0.38, 0.33, 0.36, 0.33, 0.09, 0.38, 0.35, 0.21, -1.51, 1.66, -1.86, -1.46, 0.34, 0.50, 0.21, 0.35, 0.42, 0.39, 0.37, 0.47, 0.34, 0.17, -1.48, 2.80, -2.05, -1.42, -1.19, 0.58, 0.43, -0.33, 0.45, 0.34, 0.46, 0.62, -0.05, 0.25, 0.52], "spin_multiplicity": 2, "charge": -1, "homo_lumo_gap_ev": [4.53, 5.15]}



Number 1: total energy -5420.9033 Eh. Number 2: total energy -4645.0030 Eh.